{
  "formula": "C42H50Cl2HfOP4",
  "method": "wB97M-V/def2-TZVPD",
  "relative_energy_kj_mol": 569.7,
  "energy_ha": -4038.91872,
  "charge": 2,
  "gap_ev": [2.8, 2.8],
  "species": ["P", "C", "C", "H", "C", "H", "C", "H", "C", "H", "C", "H", "C", "C", "H", "C", "H", "C", "H", "C", "H", "C", "H", "C", "C", "H", "C", "H", "C", "H", "C", "H", "C", "H", "Hf", "C", "C", "H", "C", "O", "H", "C", "H", "C", "Cl", "Cl", "P", "C", "H", "H", "H", "C", "H", "H", "H", "C", "H", "H", "H", "P", "C", "C", "H", "H", "H", "H", "H", "H", "C", "H", "H", "H", "H", "C", "P", "C", "C", "C", "C", "C", "C", "C", "C", "C", "C", "C", "C", "H", "H", "H", "H", "H", "H", "H", "H", "H", "H", "H", "H", "H"],
  "positions_angstrom": [[-1.5170, 1.4377, -5.5712], [-3.1900, 1.7424, -5.1825], [-3.8101, 2.9020, -5.7326], [-3.1874, 3.7287, -6.0818], [-5.1990, 2.9273, -5.8346], [-5.7042, 3.7621, -6.3256], [-5.9675, 1.8867, -5.2681], [-7.0506, 1.9068, -5.3715], [-5.3561, 0.8593, -4.5292], [-5.9737, 0.0984, -4.0408], [-3.9663, 0.8012, -4.4570], [-3.4564, 0.0279, -3.8908], [-0.1901, 2.4860, -5.0462], [-0.4530, 3.5142, -4.1101], [-1.4158, 3.5177, -3.5962], [0.4686, 4.5287, -3.9097], [0.2602, 5.3155, -3.1859], [1.6618, 4.5574, -4.6417], [2.3543, 5.3852, -4.5146], [1.9755, 3.4963, -5.4901], [2.9269, 3.5079, -6.0259], [1.1015, 2.4278, -5.6499], [1.3586, 1.5957, -6.3121], [-0.9887, -0.0856, -6.2930], [-1.2669, -0.2902, -7.6728], [-1.9520, 0.3938, -8.1695], [-0.6449, -1.3504, -8.3324], [-0.7781, -1.4841, -9.3994], [0.1424, -2.2646, -7.6099], [0.6135, -3.0890, -8.1271], [0.3151, -2.1361, -6.2272], [0.8860, -2.8685, -5.6625], [-0.2265, -1.0332, -5.5659], [-0.0747, -0.8785, -4.5029], [-0.1925, 0.0843, 0.1496], [2.1223, 0.5902, 0.1762], [2.6927, 0.8803, -1.0072], [2.7587, 0.5667, 1.0852], [1.8408, 0.9203, -2.2759], [2.5391, 0.3345, -3.4013], [2.1206, 0.6032, -4.2460], [0.6415, 0.1560, -1.9504], [1.5550, 1.9742, -2.4684], [0.2232, -1.0179, -1.5763], [0.2821, -0.2871, 2.4525], [-2.5154, 0.2050, -0.4218], [-0.6919, 2.7161, 0.4785], [-1.6970, 2.9094, 2.0134], [-1.0984, 2.6328, 2.8891], [-2.5581, 2.2310, 1.9590], [-2.0562, 3.9466, 2.1029], [0.7433, 3.8048, 0.8094], [1.2568, 4.0239, -0.1396], [1.4470, 3.2679, 1.4595], [0.4407, 4.7496, 1.2875], [-1.6815, 3.7307, -0.6696], [-2.3126, 3.0650, -1.2694], [-1.0463, 4.3158, -1.3509], [-2.3373, 4.4242, -0.1208], [4.4347, 1.3789, -1.1866], [5.1154, 1.4748, 0.4627], [4.3128, 2.9734, -1.9935], [4.8425, 0.5706, 1.0246], [4.7399, 2.3679, 0.9877], [6.2134, 1.5365, 0.4096], [3.9530, 2.8572, -3.0248], [5.2912, 3.4618, -2.0221], [3.6148, 3.6216, -1.4426], [5.3278, 0.1868, -2.1741], [5.6555, -0.6559, -1.5469], [6.2108, 0.6535, -2.6306], [4.6462, -0.1588, -2.9631], [-0.1052, -1.8737, -2.1667], [-1.4245, -3.7076, -1.3189], [-0.6323, -2.7384, 0.0266], [-1.5881, -3.3089, 1.4516], [-1.5441, -4.6723, 1.7581], [-2.1987, -5.1314, 2.8971], [-2.8661, -4.2345, 3.7338], [-2.9439, -2.8823, 3.3962], [-2.3696, -2.4217, 2.2145], [1.0416, -3.4546, 0.1970], [1.7978, -3.7277, -0.9526], [3.0327, -4.3621, -0.8257], [3.5620, -4.6225, 0.4413], [2.8745, -4.2042, 1.5839], [1.6266, -3.5923, 1.4666], [-1.4490, -4.7747, -1.0291], [-0.9315, -3.5922, -2.2972], [-2.4599, -3.3444, -1.3911], [-0.9999, -5.3537, 1.1009], [-2.1687, -6.1925, 3.1276], [-3.3353, -4.5924, 4.6484], [-3.4627, -2.1774, 4.0517], [-2.4936, -1.3831, 1.8904], [1.4096, -3.4577, -1.9374], [3.5769, -4.6512, -1.7233], [4.5228, -5.1276, 0.5358], [3.3087, -4.3544, 2.5716], [1.1041, -3.2184, 2.3502]],
  "forces_ev_per_a": [[1.2, 0.4, -0.1], [-1.4, 0.6, 1.0], [-0.3, -0.9, 0.1], [-0.2, -0.4, -0.3], [-0.1, -0.2, 0.6], [0.2, -0.3, 0.2], [0.5, 0.0, 0.1], [0.2, 0.0, 0.0], [-0.3, 0.4, -0.3], [0.3, 0.3, -0.1], [0.2, 0.5, -0.8], [-0.1, -0.1, -0.2], [0.3, 0.0, 0.3], [0.0, -0.3, -0.2], [0.2, 0.1, -0.1], [0.3, 0.0, -0.1], [0.0, -0.1, -0.2], [0.0, 0.0, 0.4], [-0.1, -0.1, -0.1], [0.2, -0.1, 0.2], [-0.3, -0.1, 0.1], [-0.6, 0.1, 0.1], [-0.2, 0.3, 0.0], [0.0, -1.0, -0.4], [0.6, -0.4, 0.9], [0.4, -0.1, -0.1], [-0.1, -0.2, 0.6], [0.0, 0.0, 0.1], [-0.3, 0.4, 0.2], [0.0, 0.0, 0.0], [-0.1, 0.4, -0.2], [0.0, 0.0, -0.2], [-0.3, 0.3, -1.0], [0.0, 0.0, -0.1], [-1.3, 1.3, 6.4], [0.3, 0.3, -1.0], [0.5, -0.2, 0.5], [-0.6, 0.2, -0.6], [0.9, 1.1, -0.8], [-0.8, 0.5, 0.7], [0.0, 0.1, 0.5], [-0.5, -4.9, 0.6], [0.2, -0.3, -0.3], [2.0, 1.4, -7.2], [-0.3, -0.1, -0.1], [-0.4, 0.1, -0.1], [-0.2, 1.7, 0.6], [0.1, -0.4, 0.0], [-0.1, 0.1, -0.1], [0.1, 0.2, 0.0], [0.2, -0.4, -0.1], [0.3, -0.1, 0.0], [-0.2, 0.0, 0.3], [-0.1, 0.2, -0.1], [0.1, -0.4, -0.2], [-0.3, -0.1, -0.6], [0.0, 0.2, 0.1], [-0.1, -0.3, 0.2], [0.3, -0.3, -0.1], [-1.2, -0.3, 0.0], [0.4, 0.3, 0.3], [0.4, 0.4, -0.1], [0.1, 0.3, -0.2], [0.1, -0.4, -0.2], [-0.3, 0.0, 0.0], [0.0, -0.1, 0.2], [-0.1, 0.0, 0.0], [0.2, -0.3, -0.1], [0.3, -0.1, -0.3], [-0.2, 0.3, -0.2], [-0.2, -0.1, 0.1], [0.3, 0.1, 0.3], [0.0, 0.3, 0.3], [-0.1, 0.5, -0.2], [-0.2, -0.8, 0.9], [-0.4, 0.3, 0.1], [-0.1, 0.2, 0.2], [0.0, 0.0, -0.1], [0.1, 0.1, -0.1], [-0.3, 0.1, 0.0], [0.6, -0.3, 0.0], [0.1, 0.8, 0.0], [-0.1, -0.3, 0.2], [0.1, 0.2, 0.0], [-0.2, 0.1, -0.1], [-0.1, 0.1, -0.1], [0.0, -0.2, -0.1], [0.2, 0.6, -0.1], [-0.2, -0.2, 0.3], [0.3, -0.1, -0.1], [-0.1, 0.1, 0.4], [0.0, 0.2, 0.1], [0.1, 0.1, -0.2], [0.1, -0.3, -0.3], [0.1, -0.4, 0.3], [0.1, -0.4, 0.2], [-0.1, 0.1, 0.2], [-0.3, 0.1, 0.0], [-0.1, 0.0, -0.3], [0.1, -0.3, -0.2]]
}